One molecule with the formula C5H4O2. Source: the Open Molecules 2025 dataset; level of theory: wB97M-V/def2-TZVPD.

Computed properties:
ΔE to the lowest compared entry with this formula, charge and spin: 2.4520 eV
E_LUMO: 0.02 eV
SMILES string: C#CC(=O)CC=O
orbital gap: 10.3 eV

```
! RIJCOSX wB97M-V def2-TZVPD def2/J DEFGRID3
* xyz 0 1
C 1.977 -0.240 -0.766
C 1.111 0.599 -0.727
C -0.201 1.199 -0.458
O -0.500 2.356 -0.605
C -1.143 0.096 0.022
C -0.366 -0.818 0.960
O 0.124 -0.398 1.978
H 2.723 -1.005 -0.738
H -1.998 0.525 0.548
H -1.497 -0.441 -0.867
H -0.229 -1.874 0.652
*
```

***

A 2-piece molecular cluster, C3H3O3P overall at a distorted geometry. Source: the Open Molecules 2025 dataset; level of theory: wB97M-V/def2-TZVPD.

Computed properties:
ΔE to the lowest compared entry with this formula, charge and spin: 2.1759 eV
E_LUMO: 0.32 eV
SMILES string: C#CPO.O=C=O
orbital gap: 9.5 eV

```
! RIJCOSX wB97M-V def2-TZVPD def2/J DEFGRID3
* xyz 0 1
C -0.929 -1.804 0.608
C 0.090 -1.205 0.730
P 1.239 0.254 0.877
O 1.741 0.668 -0.608
H -1.737 -2.360 0.735
H 2.532 -0.486 1.000
H 1.587 1.553 -1.122
O -1.978 0.651 -1.666
C -1.470 1.074 -0.724
O -1.073 1.655 0.170
*
```

***

A 3-piece molecular cluster, C37H74BClIN5O8P2 overall at a distorted geometry. Source: the Open Molecules 2025 dataset; level of theory: wB97M-V/def2-TZVPD.

Computed properties:
E_LUMO (spin up / spin down): -0.06 / -0.06 eV
orbital gap (spin up / spin down): 6.3 / 6.3 eV
⟨S²⟩: 2.01

```
! RIJCOSX wB97M-V def2-TZVPD def2/J DEFGRID3
* xyz 0 3
C 5.779 1.643 0.903
C 6.815 1.329 -0.133
N 8.028 1.517 0.197
C 6.541 0.803 -1.555
C 5.192 0.351 -2.154
O 5.351 0.137 -3.588
C 6.566 -0.300 -4.117
P 6.200 -0.722 -5.846
N 5.848 0.494 -6.766
B 4.836 -1.114 -1.568
N 4.297 -2.152 -2.448
O 5.050 -1.359 -0.212
C 3.977 1.360 -2.014
C 3.100 0.959 -0.804
C 2.055 -0.146 -0.987
C 1.143 -0.321 0.249
C 1.950 -0.661 1.504
C 0.141 0.813 0.479
C -1.009 0.816 -0.549
C -2.179 1.628 -0.067
C -2.313 3.030 -0.362
C -2.074 4.054 0.723
C -2.676 3.452 -1.761
C 3.157 1.393 -3.306
C 1.871 2.196 -3.401
O 1.060 1.955 -4.230
I 1.442 3.903 -2.133
O 4.466 2.677 -1.675
C 4.705 3.683 -2.622
O 5.134 4.743 -1.817
P 6.004 3.296 -4.005
O 7.118 4.454 -3.704
Cl 4.905 4.212 -5.491
H 5.032 2.351 0.550
H 6.303 2.067 1.760
H 5.289 0.725 1.238
H 8.664 1.278 -0.566
H 7.183 -0.088 -1.583
H 7.033 1.507 -2.227
H 7.000 -1.183 -3.619
H 7.345 0.475 -4.148
H 5.212 -1.717 -5.722
H 7.364 -1.439 -6.192
H 4.931 0.393 -7.184
H 3.585 -2.697 -1.973
H 4.980 -2.798 -2.827
H 5.893 -1.777 -0.015
H 3.741 0.652 0.020
H 2.615 1.869 -0.449
H 2.556 -1.115 -1.091
H 1.419 -0.034 -1.868
H 0.530 -1.205 0.024
H 2.425 0.213 1.957
H 2.755 -1.350 1.220
H 1.318 -1.193 2.217
H -0.323 0.634 1.457
H 0.628 1.792 0.546
H -1.323 -0.233 -0.656
H -0.675 1.156 -1.536
H -2.927 1.117 0.537
H -2.905 4.042 1.444
H -1.967 5.053 0.297
H -1.171 3.797 1.284
H -2.621 4.536 -1.879
H -1.984 3.017 -2.497
H -3.677 3.101 -2.032
H 2.849 0.370 -3.539
H 3.746 1.698 -4.176
H 3.792 3.998 -3.146
H 5.002 5.565 -2.300
H 6.952 5.291 -4.151
C -8.434 3.595 3.686
C -7.340 3.757 2.613
C -7.955 3.735 1.210
C -8.429 2.351 0.773
C -7.309 1.322 0.917
C -6.683 1.297 2.314
N -6.301 2.685 2.724
O -5.208 3.047 2.178
C -7.648 0.659 3.322
C -5.427 0.434 2.308
C -6.667 5.104 2.860
H -8.818 4.576 3.963
H -9.286 3.008 3.348
H -8.033 3.133 4.588
H -7.210 4.095 0.495
H -8.785 4.447 1.188
H -9.307 2.043 1.347
H -8.749 2.393 -0.270
H -7.679 0.320 0.687
H -6.525 1.546 0.186
H -7.259 0.753 4.337
H -7.744 -0.403 3.093
H -8.649 1.079 3.299
H -4.723 0.755 1.547
H -5.712 -0.599 2.101
H -4.925 0.468 3.275
H -6.192 5.126 3.842
H -7.429 5.884 2.825
H -5.914 5.325 2.110
C 1.132 -6.291 0.267
C 1.007 -5.427 1.537
C 0.849 -6.314 2.775
C -0.524 -6.977 2.875
C -1.644 -5.942 2.772
C -1.537 -5.052 1.530
N -0.154 -4.482 1.445
O -0.010 -3.465 2.212
C -1.898 -5.848 0.269
C -2.528 -3.897 1.618
C 2.277 -4.595 1.643
H 2.183 -6.523 0.090
H 0.608 -7.242 0.339
H 0.762 -5.759 -0.609
H 1.009 -5.702 3.668
H 1.640 -7.067 2.762
H -0.640 -7.744 2.105
H -0.601 -7.497 3.832
H -2.618 -6.436 2.757
H -1.625 -5.307 3.663
H -1.698 -5.260 -0.627
H -2.963 -6.077 0.292
H -1.373 -6.795 0.181
H -2.411 -3.331 2.539
H -3.540 -4.303 1.589
H -2.405 -3.213 0.778
H 2.362 -3.928 0.782
H 3.148 -5.252 1.662
H 2.294 -3.989 2.545
*
```

***

C36H35BrN3O9S2SbW as an isolated structure at a distorted geometry. Source: the Open Molecules 2025 dataset; level of theory: wB97M-V/def2-TZVPD.

Computed properties:
ΔE to the lowest compared entry with this formula, charge and spin: 0.7813 eV
E_LUMO (spin up / spin down): -7.99 / -7.19 eV
orbital gap (spin up / spin down): 5.6 / 6.5 eV
⟨S²⟩: 2.02

```
! RIJCOSX wB97M-V def2-TZVPD def2/J DEFGRID3
* xyz 2 3
W 0.849 0.437 -1.540
O 3.296 -2.156 -0.783
C 2.107 -2.008 -1.363
O 1.126 -1.608 -0.635
C 1.930 -2.788 -2.658
O 1.160 -2.137 -3.641
C 1.865 -1.259 -4.531
C 2.229 0.218 -4.116
O 1.948 1.146 -4.863
O 2.709 0.370 -2.880
H 3.412 -1.565 0.015
H 1.341 -3.668 -2.372
H 2.913 -3.136 -3.008
H 1.255 -1.091 -5.426
H 2.811 -1.748 -4.828
Br -1.634 -2.179 -2.323
C -1.549 -0.537 -3.489
C -2.358 -0.542 -4.678
C -2.437 0.625 -5.428
C -1.655 1.759 -5.007
C -0.888 1.723 -3.853
N -0.797 0.503 -3.181
C -0.069 2.884 -3.205
O -0.264 4.026 -3.622
O 0.773 2.484 -2.244
H -2.879 -1.447 -4.881
H -3.060 0.698 -6.301
H -1.635 2.691 -5.576
N 4.457 4.935 2.136
C 4.138 3.680 2.628
O 4.347 3.350 3.781
C 3.607 2.785 1.638
C 2.921 1.660 2.084
C 2.361 0.806 1.182
N 2.520 0.970 -0.157
C 3.286 2.012 -0.599
C 3.766 2.966 0.266
H 4.598 5.627 2.876
H 3.935 5.327 1.354
H 2.820 1.393 3.130
H 1.772 -0.045 1.512
H 3.566 2.072 -1.663
H 4.233 3.832 -0.189
C -0.990 4.903 -0.331
S -0.746 3.574 0.874
C -0.295 4.407 2.444
O 0.571 2.993 0.502
H -0.263 5.707 -0.173
H -2.018 5.260 -0.248
H -0.832 4.436 -1.306
H -1.169 4.387 3.112
H 0.029 5.446 2.293
H 0.544 3.788 2.806
S -1.193 0.566 -0.027
Sb -1.283 -1.582 1.017
C -0.192 -3.496 0.903
C -0.723 -4.557 0.172
C 0.015 -5.752 0.085
C 1.269 -5.849 0.691
C 1.803 -4.761 1.387
C 1.056 -3.592 1.507
C -3.434 -1.573 0.797
C -4.142 -2.622 0.215
C -5.516 -2.487 -0.033
C -6.180 -1.297 0.330
C -5.461 -0.234 0.886
C -4.092 -0.391 1.118
C -0.992 -1.060 3.088
C -0.770 0.244 3.502
C -0.708 0.554 4.862
C -0.751 -0.472 5.808
C -0.902 -1.796 5.380
C -1.006 -2.088 4.023
H -1.691 -4.475 -0.283
H -0.382 -6.602 -0.464
H 1.816 -6.778 0.614
H 2.828 -4.799 1.769
H 1.441 -2.770 2.117
H -3.655 -3.561 -0.017
H -6.052 -3.305 -0.476
H -7.256 -1.253 0.187
H -5.931 0.705 1.166
H -3.522 0.444 1.539
H -0.681 1.026 2.740
H -0.608 1.592 5.183
H -0.705 -0.244 6.870
H -0.949 -2.593 6.105
H -1.106 -3.107 3.704
*
```

***

H10O17S3Zn as an isolated structure at a distorted geometry. Source: the Open Molecules 2025 dataset; level of theory: wB97M-V/def2-TZVPD.

Computed properties:
ΔE to the lowest compared entry with this formula, charge and spin: 8.5452 eV
E_LUMO: 4.10 eV
orbital gap: 1.5 eV

```
! RIJCOSX wB97M-V def2-TZVPD def2/J DEFGRID3
* xyz -4 1
Zn 9.693 -4.119 -10.797
S 12.025 -2.390 -6.015
O 11.454 -3.284 -6.976
O 13.449 -2.558 -6.158
O 11.643 -1.007 -6.167
O 11.695 -2.872 -4.692
S 11.049 1.779 -11.596
O 10.049 2.519 -10.805
O 10.944 2.142 -13.002
O 12.404 2.065 -11.154
O 10.676 0.338 -11.520
S 6.505 -5.929 -15.181
O 7.421 -5.166 -14.366
O 5.321 -5.111 -15.494
O 7.208 -6.274 -16.436
O 6.027 -7.127 -14.483
O 10.541 -2.418 -16.737
H 10.071 -3.099 -16.255
H 11.299 -2.869 -17.111
O 13.849 -7.349 -7.134
H 13.366 -8.172 -7.055
H 13.173 -6.687 -7.279
O 6.158 -3.819 -9.408
H 5.738 -4.098 -8.595
H 5.508 -3.261 -9.835
O 8.731 -8.056 -10.309
H 8.206 -8.254 -11.085
H 9.066 -8.906 -10.023
O 12.856 -5.320 -12.441
H 13.171 -5.825 -13.191
H 13.429 -4.554 -12.411
*
```

***

A 6-piece molecular cluster, C16H48ClN5O8 overall at a distorted geometry. Source: the Open Molecules 2025 dataset; level of theory: wB97M-V/def2-TZVPD.

Computed properties:
E_LUMO (spin up / spin down): 2.55 / 2.55 eV
orbital gap (spin up / spin down): 2.2 / 9.1 eV
⟨S²⟩: 0.75

```
! RIJCOSX wB97M-V def2-TZVPD def2/J DEFGRID3
* xyz -1 2
N 0.538 0.135 0.688
H 0.171 -0.778 0.460
H 1.333 0.412 0.130
H 0.931 0.263 1.610
H -0.226 0.791 0.625
Cl -1.767 4.060 1.155
O -1.938 4.633 -0.123
O -0.698 4.659 1.944
O -3.020 4.183 1.868
O -1.513 2.673 0.932
C 2.729 -0.664 -2.244
C 2.881 0.838 -2.190
C 1.737 1.624 -2.802
O 1.162 0.845 -3.887
C 0.610 1.543 -5.006
N 3.099 1.101 -0.784
H 3.048 -1.089 -3.195
H 1.708 -1.019 -2.104
H 3.406 -1.104 -1.512
H 3.679 1.289 -2.780
H 2.087 2.602 -3.130
H 0.961 1.978 -2.124
H 0.266 0.780 -5.704
H 1.344 2.298 -5.286
H -0.297 2.083 -4.734
H 3.654 0.433 -0.269
H 3.265 2.054 -0.496
C -0.154 -3.359 2.366
C -0.404 -3.609 0.879
C -1.777 -3.382 0.390
O -2.647 -4.199 1.161
C -3.952 -3.761 1.358
N 0.548 -2.786 0.214
H 0.806 -3.682 2.769
H -0.938 -3.832 2.958
H -0.220 -2.305 2.635
H -0.097 -4.621 0.615
H -1.873 -3.743 -0.634
H -1.965 -2.309 0.337
H -4.503 -4.598 1.787
H -4.375 -3.394 0.423
H -3.810 -2.842 1.926
H 0.535 -3.011 -0.771
H 1.345 -3.230 0.647
C -0.151 1.072 4.372
C 1.085 1.781 3.662
C 1.884 2.631 4.613
O 3.042 3.310 4.049
C 3.549 4.250 4.989
N 1.951 0.780 2.994
H 0.155 0.299 5.078
H -0.885 0.747 3.635
H -0.659 1.748 5.059
H 0.736 2.428 2.857
H 2.288 2.061 5.449
H 1.171 3.289 5.110
H 3.748 3.814 5.968
H 3.003 5.194 4.975
H 4.531 4.593 4.663
H 2.402 0.415 3.821
H 2.812 1.127 2.597
C -2.767 1.162 -2.913
C -2.300 -0.243 -2.386
C -2.366 -1.328 -3.511
O -1.904 -2.671 -3.169
C -1.900 -3.637 -4.190
N -1.041 -0.133 -1.629
H -3.716 1.212 -3.447
H -2.066 1.731 -3.523
H -2.994 1.873 -2.119
H -3.106 -0.312 -1.655
H -1.790 -1.020 -4.384
H -3.407 -1.326 -3.832
H -2.913 -3.778 -4.565
H -1.720 -4.578 -3.670
H -1.136 -3.528 -4.960
H -0.799 -1.111 -1.694
H -0.403 0.186 -2.344
*
```

***

A 2-piece molecular cluster, C5H14N2O overall at a distorted geometry. Source: the Open Molecules 2025 dataset; level of theory: wB97M-V/def2-TZVPD.

Computed properties:
ΔE to the lowest compared entry with this formula, charge and spin: 2.6217 eV
E_LUMO: 0.75 eV
orbital gap: 9.0 eV

```
! RIJCOSX wB97M-V def2-TZVPD def2/J DEFGRID3
* xyz 0 1
C 0.172 0.938 0.796
C -1.186 1.478 1.160
C 1.168 1.931 0.264
N 0.570 -0.102 1.509
N -0.503 -0.034 -1.053
H 1.546 -0.348 1.392
H -0.202 -1.025 1.252
H -1.403 0.388 -1.258
H 0.101 0.112 -1.857
H 0.787 2.407 -0.640
H 1.331 2.714 1.008
H -1.088 2.072 2.071
H -1.871 0.652 1.343
H -1.577 2.122 0.372
H 2.127 1.466 0.033
C 0.594 -2.261 -1.127
C -0.717 -1.556 -0.744
O -1.077 -1.718 0.540
H -1.512 -1.896 -1.435
H 1.424 -1.866 -0.539
H 0.826 -2.155 -2.191
H 0.491 -3.320 -0.895
*
```

***

One molecule with the formula C2H4ClNS at a distorted geometry. Source: the Open Molecules 2025 dataset; level of theory: wB97M-V/def2-TZVPD.

Computed properties:
ΔE to the lowest compared entry with this formula, charge and spin: 0.4253 eV
E_LUMO: 0.02 eV
SMILES string: NC(=S)CCl
orbital gap: 8.8 eV

```
! RIJCOSX wB97M-V def2-TZVPD def2/J DEFGRID3
* xyz 0 1
N 1.034 -0.475 0.808
C 0.272 0.499 0.357
S 0.058 1.992 1.058
C -0.737 0.204 -0.761
Cl -0.387 -1.431 -1.631
H 0.903 -0.631 1.846
H 1.185 -1.288 0.292
H -1.717 0.190 -0.372
H -0.611 0.941 -1.596
*
```

***

C7H12NS as an isolated structure at a distorted geometry. Source: the Open Molecules 2025 dataset; level of theory: wB97M-V/def2-TZVPD.

Computed properties:
ΔE to the lowest compared entry with this formula, charge and spin: 2.6060 eV
E_LUMO: -3.66 eV
orbital gap: 8.7 eV

```
! RIJCOSX wB97M-V def2-TZVPD def2/J DEFGRID3
* xyz 1 1
C -0.412 -0.950 -0.366
C -1.759 -1.040 -0.119
C 0.201 0.331 -0.398
C 2.177 -0.055 -0.647
C -0.945 1.199 -0.083
C -2.539 -2.365 0.016
C 2.913 0.201 0.702
N -0.772 2.691 0.064
S -2.545 0.514 0.046
H 0.107 -1.912 -0.473
H 2.081 -1.186 -0.785
H 2.392 0.338 -1.551
H -1.861 -2.935 0.701
H -2.656 -2.731 -0.994
H -3.453 -2.098 0.496
H 3.011 1.286 1.102
H 3.948 -0.206 0.572
H 2.349 -0.373 1.363
H 0.238 2.757 0.045
H -1.171 3.183 0.932
H -1.303 3.351 -0.626
*
```

***

A 2-piece molecular cluster, C6H16O overall at a distorted geometry. Source: the Open Molecules 2025 dataset; level of theory: wB97M-V/def2-TZVPD.

Computed properties:
ΔE to the lowest compared entry with this formula, charge and spin: 2.4784 eV
E_LUMO: 0.97 eV
SMILES string: CCCC(C)C.O
orbital gap: 11.3 eV

```
! RIJCOSX wB97M-V def2-TZVPD def2/J DEFGRID3
* xyz 0 1
C -2.250 2.613 0.365
C -0.851 2.792 -0.171
C 0.242 1.853 0.424
C 0.073 0.334 0.238
C 1.283 -0.406 0.930
C -0.180 0.101 -1.346
H -2.747 1.611 0.292
H -2.853 3.483 0.197
H -2.106 2.463 1.467
H -0.736 2.997 -1.260
H -0.605 3.775 0.163
H 1.340 2.264 0.085
H 0.209 2.163 1.375
H -0.772 -0.094 0.680
H 1.553 -0.057 1.984
H 0.702 -1.323 0.881
H 2.152 -0.471 0.277
H 0.433 0.772 -1.943
H -1.169 0.187 -1.695
H 0.105 -1.125 -1.673
O 1.378 -5.970 -0.302
H 1.682 -5.908 -1.174
H 1.884 -6.694 0.124
*
```

***

One molecule with the formula CH3NO at a distorted geometry. Source: the Open Molecules 2025 dataset; level of theory: wB97M-V/def2-TZVPD.

Computed properties:
ΔE to the lowest compared entry with this formula, charge and spin: 2.5862 eV
E_LUMO: 0.98 eV
SMILES string: C=NO
orbital gap: 11.4 eV

```
! RIJCOSX wB97M-V def2-TZVPD def2/J DEFGRID3
* xyz 0 1
C -0.733 -0.072 -0.047
N 0.243 -0.889 -0.021
O 1.469 -0.220 -0.040
H -0.547 1.031 -0.074
H -1.753 -0.557 0.064
H 1.320 0.706 0.118
*
```

***

One molecule with the formula C3H6BF4O2P. Source: the Open Molecules 2025 dataset; level of theory: wB97M-V/def2-TZVPD.

Computed properties:
E_LUMO: 0.26 eV
SMILES string: OB(O)CPC(F)(F)C(F)F
orbital gap: 10.3 eV

```
! RIJCOSX wB97M-V def2-TZVPD def2/J DEFGRID3
* xyz 0 1
O 0.636 -2.056 2.043
B -0.437 -1.240 1.834
O -1.700 -1.793 1.944
C -0.212 0.298 1.545
P -0.875 0.809 -0.094
C 0.718 1.076 -1.034
F 1.153 2.345 -0.776
F 1.722 0.241 -0.646
C 0.500 0.908 -2.565
F 0.222 2.110 -3.106
F 1.619 0.434 -3.151
H 0.367 -2.984 2.068
H -2.396 -1.327 1.465
H 0.853 0.534 1.617
H -0.736 0.881 2.312
H -1.104 -0.468 -0.664
H -0.331 0.232 -2.791
*
```

***

Number 1: total energy -343.30225 a.u.. Number 2: total energy -683.12229 a.u.. Number 3: total energy -3795.13815 a.u.. Number 4: total energy -5911.41643 a.u.. Number 5: total energy -4258.54630 a.u.. Number 6: total energy -1973.85234 a.u.. Number 7: total energy -383.60436 a.u.. Number 8: total energy -991.72452 a.u.. Number 9: total energy -726.48022 a.u.. Number 10: total energy -313.35246 a.u.. Number 11: total energy -169.81255 a.u.. Number 12: total energy -1034.15953 a.u..